1.
96
Properties=species:S:1:pos:R:3 method="wB97M-V/def2-TZVPD" fmax_ev_per_a=2.15 relative_energy_ev=0.000 smiles=COCCNCCOC.COCCNCCOC.COCCNCCOC.CC(C)O.O.O.O.O orbital_gap_ev=8.77 e_tot_ev=-49755.74654
C -1.35417 -5.52732 -1.30664
O -2.21456 -4.48270 -1.70774
C -1.57430 -3.25075 -2.08061
C -2.65831 -2.18224 -2.01865
N -2.16847 -0.96921 -2.66058
C -2.69856 0.30083 -2.13326
C -2.14154 1.38493 -3.02938
O -2.69339 1.30949 -4.33251
C -1.92617 2.11660 -5.17108
H -0.70398 -5.91757 -2.13972
H -2.03819 -6.31990 -1.05769
H -0.69754 -5.27886 -0.41795
H -1.23470 -3.32697 -3.12190
H -0.70711 -2.98922 -1.46642
H -2.78979 -2.05986 -0.93029
H -3.59025 -2.57533 -2.39728
H -2.41372 -1.01053 -3.64854
H -2.38897 0.33387 -1.08478
H -3.79672 0.39067 -2.20924
H -1.04399 1.36062 -3.03349
H -2.48665 2.33899 -2.60074
H -1.89555 3.15920 -4.89761
H -2.33846 2.04320 -6.17191
H -0.90065 1.70921 -5.23661
C -2.63405 8.03162 4.78221
O -2.17499 6.65708 4.87022
C -3.12082 5.67383 4.51957
C -2.52027 4.30150 4.89386
N -1.44044 3.89766 3.94568
C -0.81911 2.58831 4.22301
C 0.31115 2.41924 3.19860
O 1.28513 3.42650 3.37862
C 2.09276 3.69258 2.29073
H -3.51277 8.19497 5.39340
H -3.01283 8.28125 3.75612
H -1.80490 8.71625 4.94371
H -3.36340 5.73530 3.45169
H -4.06543 5.88022 5.08334
H -3.30501 3.53647 4.87029
H -2.08336 4.29971 5.91782
H -0.78817 4.66512 3.83465
H -1.57243 1.80551 4.00840
H -0.40532 2.48030 5.23548
H -0.05933 2.43840 2.15214
H 0.83432 1.45714 3.34877
H 2.90346 4.35916 2.65920
H 1.57874 4.18121 1.45943
H 2.60432 2.81236 1.88322
C 5.76925 -2.41187 -4.43743
O 4.35500 -2.42010 -4.27389
C 3.85971 -3.69654 -3.81476
C 2.49983 -3.38122 -3.22765
N 2.54016 -2.69601 -1.97128
C 2.55787 -3.61043 -0.84280
C 2.55298 -2.89435 0.45684
O 3.77681 -2.10293 0.52028
C 3.68746 -0.90313 1.20328
H 6.14719 -1.59083 -5.05313
H 6.13125 -3.32087 -4.97312
H 6.20121 -2.31097 -3.43484
H 4.50820 -4.12789 -3.02942
H 3.79631 -4.39441 -4.66684
H 1.85146 -4.24760 -3.07372
H 1.89234 -2.77417 -3.92634
H 3.32733 -2.08223 -1.89142
H 3.39030 -4.34924 -0.85373
H 1.60292 -4.14271 -0.88317
H 2.58110 -3.62412 1.26912
H 1.67005 -2.28490 0.59134
H 3.23613 -1.03881 2.19207
H 3.15604 -0.09800 0.68907
H 4.73340 -0.59615 1.34265
O -0.52910 3.30856 -0.58940
H 0.13248 3.00353 -1.24335
H -0.50989 2.57493 0.05206
O 0.49842 0.69873 0.61997
H 0.55315 0.12193 -0.13440
H 0.27152 0.16965 1.40200
O 0.55814 -0.57347 -1.76186
H 1.21522 -1.25575 -1.96808
H -0.20628 -0.79721 -2.32124
O 1.60880 2.05312 -1.65155
H 1.36016 1.13926 -1.94225
H 1.51500 1.95374 -0.68626
C -1.34850 -3.55982 1.53021
C -1.19392 -2.05783 1.55061
C -2.43626 -1.36440 2.16592
O -0.02133 -1.66633 2.28916
H -2.16363 -3.85243 0.86155
H -1.57824 -3.83767 2.57224
H -0.40985 -4.07531 1.27348
H -1.02241 -1.62680 0.55208
H -3.33809 -1.56746 1.57499
H -2.34111 -0.27118 2.32265
H -2.71987 -1.84382 3.12818
H -0.19024 -1.66334 3.24657

***

2.
98
Properties=species:S:1:pos:R:3 method="wB97M-V/def2-TZVPD" fmax_ev_per_a=0.56 relative_energy_ev=0.000 orbital_gap_ev=8.96 e_tot_ev=-96258.15959
Sc -0.24627 -0.09729 0.59100
C -0.31605 -1.85955 -2.67424
C 0.34772 -2.73750 -1.62282
N -0.17712 -2.47764 -0.27044
C -1.38764 -3.26810 -0.01313
C -2.05856 -2.78871 1.25498
N -2.55348 -1.42460 1.04586
C -3.87764 -1.39647 0.40544
C -3.97796 -0.42395 -0.75755
C -3.58030 0.99670 -0.37862
N -2.13543 1.21964 -0.52056
C -1.77232 1.54746 -1.90753
C -0.26812 1.67022 -2.06524
N 0.38644 0.39674 -1.73662
C 0.39808 -0.53524 -2.88921
H -1.36854 -1.69067 -2.42150
H -0.31272 -2.38560 -3.63280
H 1.42115 -2.55020 -1.60944
H 0.21137 -3.79747 -1.86809
H 0.54212 -2.79173 0.37987
H -1.15381 -4.33779 0.04131
H -2.07087 -3.13364 -0.85661
H -1.34458 -2.78056 2.07965
H -2.86351 -3.47538 1.54299
H -2.57348 -0.95828 1.94572
H -4.64092 -1.14043 1.14844
H -4.12238 -2.40197 0.05402
H -5.00704 -0.43567 -1.12485
H -3.35080 -0.76969 -1.58432
H -3.84772 1.19514 0.66259
H -4.13241 1.72438 -0.98648
H -1.88466 2.02016 0.05469
H -2.25537 2.47882 -2.23143
H -2.14960 0.75382 -2.55932
H 0.11522 2.43358 -1.39607
H -0.03561 1.98067 -3.09053
H 1.35884 0.57417 -1.49420
H 1.43782 -0.74426 -3.15053
H -0.04932 -0.02940 -3.74977
C 7.69956 0.89685 3.48243
C 6.52274 0.35027 2.72339
C 5.56811 1.20504 2.17544
C 4.46753 0.70319 1.50296
C 4.31724 -0.66855 1.36971
C 5.25230 -1.53823 1.90504
C 6.35077 -1.02364 2.57648
S 2.88621 -1.27486 0.52424
O 2.82019 -0.58940 -0.75603
O 3.00149 -2.72110 0.47250
N 1.63835 -0.81353 1.37416
C 1.56265 -1.39931 2.70921
C 0.19622 -1.12798 3.33608
O -0.08294 -1.56995 4.42998
O -0.61486 -0.44758 2.57299
H 7.86331 1.94870 3.25152
H 8.61102 0.34764 3.24572
H 7.53738 0.81379 4.55921
H 5.67950 2.27676 2.28831
H 3.72142 1.37229 1.09228
H 5.11459 -2.60466 1.78846
H 7.08580 -1.70210 2.99311
H 2.33256 -0.99926 3.38133
H 1.70185 -2.48717 2.69810
O 0.18629 1.79772 0.88720
Si 0.24800 3.30403 1.46189
C 1.59948 3.44428 2.74930
C 2.16398 4.66542 3.12497
C 3.12608 4.73358 4.12148
C 3.53600 3.57428 4.76914
C 2.98387 2.35281 4.41299
C 2.02712 2.29222 3.40914
C 0.58941 4.51097 0.05403
C 1.90592 4.80368 -0.30978
C 2.19342 5.55875 -1.43856
C 1.16226 6.04313 -2.23060
C -0.15446 5.76887 -1.88801
C -0.43125 5.01074 -0.75924
C -1.44338 3.69001 2.20194
C -1.99973 4.96937 2.26149
C -3.24200 5.19122 2.83964
C -3.95265 4.13151 3.38552
C -3.40856 2.85499 3.36009
C -2.16808 2.63893 2.77487
H 1.85190 5.58074 2.63185
H 3.55275 5.68957 4.39871
H 4.28299 3.62568 5.55157
H 3.30048 1.44511 4.91203
H 1.60428 1.33582 3.12389
H 2.72400 4.43394 0.29905
H 3.22285 5.76919 -1.69988
H 1.38375 6.63432 -3.11002
H -0.96470 6.14676 -2.49943
H -1.46736 4.80144 -0.51150
H -1.45690 5.81328 1.84978
H -3.65425 6.19206 2.86885
H -4.91974 4.30300 3.84096
H -3.94250 2.02678 3.81066
H -1.74527 1.63856 2.79006

***

3.
17
Properties=species:S:1:pos:R:3 method="wB97M-V/def2-TZVPD" fmax_ev_per_a=2.39 relative_energy_ev=1.186 orbital_gap_ev=10.81 e_tot_ev=-9321.12090 charge=+1
C -0.48514 -1.73627 -2.10459
N 0.43054 0.19182 0.84310
C -0.29439 -0.66670 0.15957
N 0.16548 -1.37898 -0.83923
H -0.84123 -2.76229 -2.03046
H 0.18049 -1.61325 -2.95051
H -1.37225 -1.13127 -2.24902
H 1.33395 0.57837 0.62637
H -0.03113 0.62344 1.62738
H -1.35636 -0.48480 0.29978
H 1.15484 -1.53490 -0.74351
H 0.80342 4.22889 -2.17995
H -0.16775 3.63501 -1.17891
O 0.60288 3.43493 -1.69083
H -0.03706 -1.19679 4.32807
H -0.27213 0.25014 4.28589
O 0.18583 -0.43734 3.79686

***

4.
71
Properties=species:S:1:pos:R:3 method="wB97M-V/def2-TZVPD" fmax_ev_per_a=3.51 orbital_gap_ev="9.32 / 6.89" e_tot_ev=-98908.34351 charge=+1 s_squared=8.76 spin_multiplicity=6
Fe 2.37035 0.45014 -2.26462
C -1.05828 -0.15677 -0.24225
C 0.28096 0.02796 -0.85331
O 1.13465 -0.89103 -1.06746
O 0.72380 1.15065 -1.24219
H -1.40962 -1.17421 -0.43345
H -1.81932 0.53086 -0.59106
H -0.87668 -0.15538 0.83350
C 1.10500 -0.34294 -5.99645
C 1.42567 -0.11895 -4.55023
O 2.12504 -0.92996 -3.88519
O 1.11818 0.93931 -3.91766
H 0.68501 -1.35760 -5.99750
H 2.04545 -0.43978 -6.53320
H 0.33441 0.27275 -6.44258
C -4.15616 -2.96249 -0.71977
C -5.15281 -2.58415 0.39883
O -4.51668 -3.17121 1.50816
C -3.23129 -3.47458 1.27813
O -2.49703 -3.97297 2.05715
O -2.95076 -3.25924 -0.02909
F -6.37472 -3.13017 0.23440
H -3.96172 -2.14581 -1.41712
H -4.46479 -3.81832 -1.32190
H -5.20728 -1.51193 0.60663
C -5.69465 1.15302 -1.00872
C -6.31634 2.46797 -0.50166
O -5.26634 3.07395 0.19578
C -4.09521 2.41936 -0.02294
O -3.02633 2.86252 0.22733
O -4.33738 1.21538 -0.54530
F -7.33304 2.21473 0.38060
H -5.67338 1.01914 -2.08819
H -6.19241 0.29694 -0.55511
H -6.70394 3.07715 -1.32297
C 4.39842 3.22584 0.10038
O 4.06059 2.27470 1.10466
C 3.68566 1.07308 0.75885
O 3.44432 0.76438 -0.39541
O 3.55851 0.34923 1.83092
C 2.84497 -0.88598 1.65060
H 5.11313 2.80917 -0.60837
H 4.81998 4.12710 0.53128
H 3.47587 3.50424 -0.41271
H 3.05565 -1.39235 0.70893
H 1.77139 -0.70212 1.64623
H 3.12721 -1.54805 2.46137
C -0.28956 2.70911 6.80073
O -0.48877 3.18478 5.48191
C -0.38614 2.29632 4.52496
O -0.12754 1.12897 4.64280
O -0.63072 2.89239 3.36338
C -0.82284 2.07859 2.21656
H -0.67444 1.70257 6.96029
H -0.83751 3.31957 7.51686
H 0.76166 2.72403 7.08580
H -1.89012 1.84880 2.26057
H -0.14307 1.22953 2.19076
H -0.73442 2.65525 1.29819
C 6.24209 -1.13347 -1.11763
O 5.59437 -2.40048 -1.14447
C 4.29857 -2.38881 -1.49895
O 3.66302 -1.39888 -1.77539
O 3.85740 -3.60784 -1.39620
C 2.51491 -3.83362 -1.82095
H 6.17498 -0.55510 -2.04225
H 7.30828 -1.32618 -1.02313
H 5.84339 -0.56560 -0.27901
H 1.77817 -3.62685 -1.04261
H 2.35680 -4.88042 -2.06712
H 2.24343 -3.22623 -2.68240

***

5.
16
Properties=species:S:1:pos:R:3 method="wB97M-V/def2-TZVPD" fmax_ev_per_a=2.63 relative_energy_ev=0.939 smiles="NCCCC(=O)O" orbital_gap_ev=10.11 e_tot_ev=-9879.12191
O -1.32890 -1.02394 -1.04499
C -1.30248 -0.02389 -0.34414
O -2.22170 0.24970 0.65221
C -0.22030 1.04887 -0.36593
C 0.77192 0.84066 0.77818
C 1.54100 -0.50111 0.67926
N 2.51202 -0.52675 -0.43758
H -2.82574 -0.49996 0.57442
H -0.73026 2.00857 -0.29453
H 0.29817 0.97729 -1.35033
H 0.20960 0.83548 1.74084
H 1.50322 1.59868 0.78282
H 0.77920 -1.31243 0.64723
H 2.09501 -0.66941 1.70803
H 2.32784 0.20643 -1.09463
H 2.42265 -1.45077 -0.99267

***

6.
47
Properties=species:S:1:pos:R:3 method="wB97M-V/def2-TZVPD" fmax_ev_per_a=0.77 relative_energy_ev=1.390 smiles="O=C(NCCCN1CCOCC1)c1cc2c(=O)[nH]c3ccccc3c2s1" orbital_gap_ev=7.73 e_tot_ev=-41493.08203
O 1.53880 2.80308 -0.38400
C 1.03881 2.04252 0.42195
N 1.63438 1.69385 1.58711
H 1.19536 1.01340 2.18787
C 2.97690 2.10591 1.92146
C 3.97229 0.95046 1.80956
C 4.09150 0.45060 0.36667
N 5.07722 -0.61479 0.28595
C 4.55013 -1.93970 0.57353
C 3.77944 -2.53970 -0.61162
O 4.57171 -2.56661 -1.77902
C 5.03021 -1.27086 -2.10934
C 5.83557 -0.66604 -0.95276
H 6.17432 0.33774 -1.21212
H 6.71213 -1.29582 -0.76846
H 5.65116 -1.38853 -2.99870
H 4.17412 -0.62123 -2.35070
H 3.50342 -3.57579 -0.40782
H 2.86202 -1.95887 -0.80081
H 3.90420 -1.89308 1.45098
H 5.40298 -2.58646 0.80177
H 3.09939 0.14255 0.00574
H 4.42110 1.28190 -0.25964
H 4.95270 1.28553 2.14691
H 3.65628 0.13354 2.46176
H 2.98248 2.50876 2.93904
H 3.23930 2.90063 1.21947
C -0.29175 1.44742 0.19260
C -1.11744 1.73978 -0.85296
C -2.32763 1.01266 -0.82110
C -2.41164 0.15500 0.26320
C -3.54129 -0.68017 0.50250
C -3.66012 -1.55653 1.58450
C -4.79135 -2.32450 1.73634
C -5.82620 -2.23113 0.80897
C -5.73037 -1.37402 -0.26573
C -4.59041 -0.58745 -0.43599
N -4.47854 0.27121 -1.49953
C -3.41372 1.10545 -1.78916
O -3.44026 1.82176 -2.76686
H -5.24949 0.31453 -2.15574
H -6.53356 -1.30270 -0.98438
H -6.71186 -2.83549 0.93195
H -4.87878 -2.99994 2.57292
H -2.84780 -1.61593 2.29386
S -0.99568 0.24657 1.24785
H -0.86808 2.45303 -1.61698

***

7.
15
Properties=species:S:1:pos:R:3 method="wB97M-V/def2-TZVPD" fmax_ev_per_a=6.56 relative_energy_ev=5.434 smiles=NC[C@H]1C[C@H]1O orbital_gap_ev=9.08 e_tot_ev=-7826.88627
C 1.07234 -0.12929 0.16501
C -0.08965 0.85049 -0.13313
C -0.51971 0.60170 -1.52728
C -1.36587 0.39826 -0.17950
H 0.77531 -0.22172 2.07960
H 1.36987 -1.70020 1.90165
H 2.10714 0.42574 0.24361
H 1.31811 -0.92607 -0.77141
H 0.25197 1.78289 0.15224
H -0.93026 1.26352 -2.44711
H -0.11215 -0.45537 -1.80098
H -2.20568 0.94187 0.02406
H -0.65536 -1.02676 0.57966
N 0.71801 -0.96238 1.48473
O -1.73407 -0.84267 0.22884

***

8.
68
Properties=species:S:1:pos:R:3 method="wB97M-V/def2-TZVPD" fmax_ev_per_a=2.85 orbital_gap_ev="7.08 / 5.06" e_tot_ev=-154269.63205 charge=+2 s_squared=2.03 spin_multiplicity=3
C -0.57721 2.57672 -2.33654
I -2.05692 -2.04129 -1.23049
H -1.08682 2.89563 -3.24825
H 0.50435 2.60173 -2.48991
H -0.81502 3.26826 -1.52563
V -1.24246 0.59648 -1.88472
P 0.24279 -0.34596 -3.46436
C 1.82119 -0.91754 -2.74414
C -0.41050 -1.81512 -4.32176
H 0.17155 -1.99915 -5.23087
H 1.30703 0.19606 -5.58415
H -1.45970 -1.64008 -4.56711
H -0.17766 1.15155 -5.30387
H 1.59099 -1.66234 -1.97655
H -0.34720 -2.67127 -3.64634
C 0.72975 0.75462 -4.84077
H 2.46291 -1.36258 -3.51101
H 1.32937 1.58919 -4.47038
H 2.34270 -0.07806 -2.27601
P -3.01660 1.37347 -0.52644
C -2.61498 1.42174 1.25492
C -3.63482 3.05286 -0.90419
H -4.68525 0.05242 -1.65106
H -5.37780 0.92452 -0.24008
H -4.37049 -0.54651 -0.01060
C -4.52285 0.35143 -0.61385
H -3.83480 3.11808 -1.97715
H -4.55661 3.24773 -0.34690
H -3.47305 1.76756 1.83965
H -1.76530 2.08826 1.42694
H -2.88841 3.80529 -0.63818
H -2.33840 0.40979 1.56560
Cl -2.77403 0.83578 -3.73708
O 0.13526 0.56227 -0.41314
As 0.65283 -0.31024 0.93490
C 2.46688 -0.94419 0.55034
C 3.43391 -0.03090 0.10837
C 4.73355 -0.46259 -0.17776
C 5.07600 -1.80786 -0.01854
C 4.12104 -2.72114 0.43320
C 2.82246 -2.29116 0.72103
C 1.04974 1.05345 2.26709
C 0.82967 2.41384 2.02051
C 1.14060 3.36054 3.00342
C 1.67632 2.95042 4.22862
C 1.90528 1.59368 4.47235
C 1.59575 0.64840 3.49279
C -0.46771 -1.68378 1.81394
C -1.13267 -1.36886 3.01091
C -1.89461 -2.33185 3.67920
C -1.98447 -3.62879 3.17109
C -1.30376 -3.96468 1.99976
C -0.54290 -3.00027 1.33055
H 3.17657 1.01203 -0.01995
H 5.47481 0.24529 -0.52439
H 6.08090 -2.14302 -0.24161
H 4.38663 -3.76288 0.56162
H 2.10940 -3.01523 1.07461
H 0.42590 2.74241 1.07304
H 0.96996 4.41148 2.81313
H 1.91743 3.68255 4.98795
H 2.32287 1.27362 5.41864
H 1.77785 -0.40203 3.68656
H -1.06918 -0.37302 3.42740
H -2.41213 -2.07315 4.59376
H -2.57308 -4.37508 3.68922
H -1.36224 -4.97342 1.61134
H -0.01461 -3.28513 0.43136